2 unconnected molecules or ions with the total composition H3NOP, computed with ωB97M-V/def2-TZVPD.

Summary:
Energy, eV: -12871.296
HOMO-LUMO gap (spin up / spin down), eV: 4.79 / 7.49
ΔE to the lowest compared entry with this formula, charge and spin, kJ/mol: 461.90
HOMO level (spin up / spin down), eV: -1.22 / -2.27
LUMO energy (spin up / spin down), eV: 3.57 / 5.23
Molar mass, g mol⁻¹: 64.00

Structure (ORCA input):
```
! wB97M-V def2-TZVPD RIJCOSX def2/J DEFGRID3
* xyz -1 1
P 0.543 1.085 -0.795
O 0.310 -0.693 1.656
N 1.060 -1.554 2.209
H -0.320 1.647 0.110
H 0.906 -2.496 1.749
H -0.495 0.816 -1.663
*
```

The molecule's Mulliken atomic charges, reported in e, are given here: atom 1 (P): -0.191, atom 2 (O): -0.394, atom 3 (N): -0.265, atom 4 (H): -0.144, atom 5 (H): 0.147, atom 6 (H): -0.152